90
Properties=species:S:1:pos:R:3 method="wB97M-V/def2-TZVPD" charge=-2 mol_weight_g_mol=1282.97 homo_lumo_gap_ev=4.8 lumo_ev=3.35
C 2.193 1.384 1.320
C 0.788 -4.320 4.713
H -1.060 -1.019 -5.338
C 2.456 2.746 1.433
H -2.038 -3.317 -5.264
H -1.071 -0.691 6.207
H 2.285 0.641 -2.064
C 4.075 1.555 -2.869
H 5.700 2.751 -3.619
O -4.243 1.103 -0.067
H -1.497 0.526 -3.407
C -0.037 3.976 -1.341
C -3.167 -2.055 -2.329
H 5.234 0.401 0.145
C 0.277 -2.826 -1.483
H 5.670 2.840 0.336
C -4.226 3.698 -2.576
C 4.020 3.954 -3.026
C 2.104 2.757 -2.179
C -1.039 -3.317 3.491
C -2.210 -2.613 -4.460
C 1.063 -0.410 6.235
C 2.044 0.238 4.127
H -1.022 3.756 -0.964
H -0.821 -6.483 -0.887
C 4.457 1.064 0.513
Br -7.154 1.697 0.471
Br -2.962 4.427 -3.808
C 1.670 -3.885 3.729
H 0.968 -3.509 -3.401
H -0.139 4.555 -2.264
H -1.260 -4.366 5.356
C -6.432 3.633 -1.589
C -0.340 -3.164 -0.279
O 0.205 1.603 -1.486
H 1.157 -4.868 5.574
C 0.495 -3.794 -2.467
C 3.208 0.547 0.848
O -2.565 2.160 -1.828
C 0.322 -0.585 0.596
C -3.760 2.645 -1.779
C -0.168 -2.883 2.499
H 2.985 -0.507 0.723
C 0.108 -5.113 -2.258
H 2.215 4.894 -2.348
C 2.784 1.560 -2.356
H 1.662 3.396 1.790
C 3.701 3.272 1.083
C 1.191 -3.173 2.634
P -0.696 -1.868 1.025
C -5.996 2.558 -0.768
C -2.977 -2.963 -3.362
I -3.851 -4.856 -3.249
C 0.688 2.697 -1.642
P 0.517 0.677 1.725
H 4.497 4.892 -3.287
H 1.167 -0.658 7.288
C -0.566 -4.037 4.590
H 3.163 -0.067 5.940
Sr -1.941 0.667 -0.157
H -1.305 -0.087 3.825
C -0.511 -5.457 -1.061
C 2.730 3.953 -2.505
H -2.092 -3.082 3.393
H 2.730 -4.092 3.820
Br -8.208 4.299 -1.421
C -5.550 4.206 -2.490
C -0.324 -0.095 4.286
S -0.779 2.224 1.856
H -1.247 -4.756 0.830
C 4.705 2.432 0.624
C -0.191 -0.421 5.630
H 0.598 -1.799 -1.620
H 0.283 -5.867 -3.020
C 2.179 -0.078 5.480
H -3.742 -2.304 -1.447
H 0.528 4.566 -0.608
C 0.792 0.240 3.513
C -1.661 -1.343 -4.494
C -0.739 -4.487 -0.090
H 2.925 0.492 3.556
N -2.624 -0.833 -2.365
H 3.881 4.340 1.160
S -2.710 -1.738 1.137
H 4.601 0.615 -2.993
C -1.892 -0.489 -3.429
C -4.689 2.049 -0.810
H 1.875 -2.812 1.871
C 4.693 2.752 -3.213
Br -6.083 5.649 -3.610